# 1
{
  "formula": "C10H23O2P",
  "method": "wB97M-V/def2-TZVPD",
  "species": ["C", "C", "C", "C", "P", "C", "C", "C", "O", "C", "C", "C", "O", "H", "H", "H", "H", "H", "H", "H", "H", "H", "H", "H", "H", "H", "H", "H", "H", "H", "H", "H", "H", "H", "H", "H"],
  "positions_angstrom": [[3.1219, 0.9919, 1.0537], [1.9460, 0.0915, 0.7268], [0.7255, 0.9532, 0.5908], [0.2841, 1.5194, 2.0177], [-0.7290, -0.0583, -0.1516], [-2.0257, -0.8821, 0.9811], [-1.7716, -2.3950, 1.1440], [-0.6456, -2.6208, 2.0730], [-0.5578, -3.9345, 2.5527], [-0.8727, -0.2026, -1.9729], [-1.2251, 1.0810, -2.6658], [-0.2306, 2.0119, -3.4633], [0.3385, 1.1723, -4.4560], [3.1069, 1.8908, 0.4074], [3.0430, 1.3877, 2.0600], [3.9782, 0.4075, 0.8402], [2.0724, -0.3807, -0.2539], [1.9380, -0.8113, 1.4507], [0.9178, 1.8483, 0.0015], [0.6272, 0.7067, 2.6496], [-0.7922, 1.7218, 2.1314], [0.9046, 2.4142, 2.2350], [-2.9542, -0.6772, 0.5493], [-1.8171, -0.3179, 1.8266], [-2.6571, -2.8523, 1.5983], [-1.5072, -2.9106, 0.1698], [-0.5856, -1.9313, 2.8070], [0.2548, -2.5437, 1.4493], [-0.3738, -3.7712, 3.5237], [-1.6826, -0.9186, -2.3290], [0.0528, -0.7375, -2.4040], [-1.6255, 1.7470, -1.9115], [-1.9625, 0.9547, -3.4321], [0.4706, 2.6543, -2.8026], [-0.7507, 2.8017, -3.9584], [0.9839, 1.5897, -5.0387]],
  "forces_ev_per_angstrom": [[-0.788, 0.613, -0.562], [0.640, -0.749, -0.113], [-2.715, -0.453, 1.361], [0.877, -0.453, -1.127], [-0.141, 0.178, 0.531], [2.661, -1.305, -2.655], [-0.925, 0.030, -0.570], [1.965, -1.902, -3.638], [-0.158, -0.305, 3.049], [1.063, -2.101, -1.399], [0.661, 2.920, -0.952], [1.006, -0.423, 1.415], [0.636, -0.304, 0.072], [0.153, -0.489, 0.038], [0.415, -0.291, 0.329], [1.400, -0.093, 0.321], [0.375, 0.042, 0.073], [-0.651, 1.616, -0.844], [0.026, -0.362, -0.591], [-0.389, 0.146, 0.819], [0.556, 0.006, -0.108], [-0.592, -0.462, 0.021], [-1.529, 0.439, -0.352], [-0.271, 0.792, 2.062], [-0.142, -0.097, -0.268], [-0.761, 0.678, 0.971], [-0.039, 2.327, 2.643], [0.145, 0.776, 0.170], [-0.330, -1.087, -1.667], [0.821, 0.538, 1.271], [-1.120, 1.090, 0.521], [-0.506, 0.143, 0.086], [-0.780, -0.536, -0.239], [-0.240, -1.654, -0.726], [-1.126, 0.434, -0.308], [-0.197, 0.298, 0.362]],
  "e_lumo_ha": 0.027,
  "max_force_ev_per_a": 4.6,
  "homo_lumo_gap_ev": 7.159,
  "e_tot_ha": -886.49451,
  "e_above_lowest_ev": 2.631
}



# 2
{
  "formula": "C7H7Cl2NO2Si",
  "method": "wB97M-V/def2-TZVPD",
  "species": ["C", "C", "C", "C", "C", "C", "C", "O", "N", "O", "Si", "Cl", "Cl", "H", "H", "H", "H", "H", "H", "H"],
  "positions_angstrom": [[-0.9049, 1.6296, 1.2844], [-0.4068, 1.2132, 0.1342], [-0.6299, 1.9262, -1.1034], [0.0829, 1.6869, -2.2309], [1.1489, 0.6368, -2.2407], [1.4209, -0.0936, -1.1432], [0.5624, 0.0240, 0.0620], [-0.2936, -1.1373, 0.2724], [0.1727, -2.0712, 1.2290], [1.1612, -1.7089, 1.9094], [-1.1936, -2.9000, 1.9161], [-0.4431, -4.2990, 3.0673], [-2.5305, -3.4800, 0.6057], [-0.4132, 1.2314, 2.1647], [-1.7576, 2.2195, 1.3050], [-1.2683, 2.9470, -1.1418], [0.1139, 2.3115, -3.1977], [1.7908, 0.5262, -3.1225], [2.2484, -0.6630, -0.9146], [1.1395, 0.0005, 1.1445]],
  "forces_ev_per_angstrom": [[1.392, -1.523, 0.429], [0.976, -0.341, -1.380], [-1.231, 2.961, -2.002], [1.044, -0.276, -0.950], [0.079, -0.171, 0.551], [-1.967, 1.615, 0.087], [-0.029, 0.852, 4.039], [0.052, -0.272, -1.518], [1.290, 2.000, 1.133], [-0.549, -1.232, -0.796], [-0.326, 1.433, 0.933], [0.574, -1.495, 0.839], [-0.941, -0.723, -1.239], [-0.617, 0.023, 0.366], [-1.124, 1.439, 0.356], [1.207, -2.702, 0.459], [-0.667, -0.782, 1.915], [-0.302, 0.222, 0.316], [1.851, -1.442, -0.557], [-0.711, 0.413, -2.980]],
  "e_lumo_ha": -0.046,
  "max_force_ev_per_a": 4.1,
  "homo_lumo_gap_ev": 6.653,
  "e_tot_ha": -1685.89859,
  "e_above_lowest_ev": 3.892
}